A:
{
  "formula": "C2H5N3OS2",
  "method": "ωB97M-V/def2-TZVPD",
  "total_charge": 0,
  "smiles": "NNC(=S)N(O)C=S",
  "lumo_energy_ev": -0.285,
  "gap_ev": 8.31,
  "species": ["N", "N", "C", "S", "N", "O", "C", "S", "H", "H", "H", "H", "H"],
  "xyz": [[-2.1766, 1.3859, -0.0118], [-0.9183, 0.6189, 0.3555], [-0.6067, -0.5617, 0.1785], [-1.3969, -1.7815, -0.5734], [0.8536, -0.6368, 0.0189], [1.4962, -1.5340, 1.0767], [1.6734, 0.2105, -0.6635], [3.2707, 0.0128, -0.3400], [-2.3652, 0.6503, -0.9957], [-3.0961, 1.3161, 0.8546], [-0.3013, 1.2503, 0.9418], [2.3707, -1.9719, 0.4008], [1.1964, 1.0410, -1.2424]]
}


B:
{
  "formula": "C2H5N3OS2",
  "method": "ωB97M-V/def2-TZVPD",
  "total_charge": 0,
  "smiles": "ON(/C=N\\S)/C=N/S",
  "lumo_energy_ev": 0.365,
  "gap_ev": 9.11,
  "species": ["O", "N", "C", "N", "S", "C", "N", "S", "H", "H", "H", "H", "H"],
  "xyz": [[0.7308, 2.2610, -0.0334], [0.4667, 0.8060, -0.3159], [1.3009, 0.3699, 0.7252], [1.9482, -0.7098, 0.7683], [1.9524, -2.1319, -0.2474], [-0.9415, 0.5262, -0.2159], [-1.3557, -0.7007, -0.0362], [-2.9640, -1.0143, 0.2062], [0.7318, 2.4699, -1.0875], [1.6796, 0.9154, 1.5253], [0.7591, -1.7716, -0.9845], [-1.5356, 1.3554, -0.7531], [-2.7726, -2.3755, 0.4489]]
}


Of them, the most stable is B and the least stable is A.